No. 1
C16H31NO6S4 | ωB97M-V with the def2-TZVPD basis set

Positions of all 58 atoms, in Å:
1 O 0.259412 -1.698351 -1.367124
2 C -0.047823 -1.651551 -2.623161
3 O -0.226658 -2.716235 -3.307719
4 N -0.086647 -0.402947 -3.257955
5 C -0.992653 0.514427 -2.609744
6 C -2.392167 -0.066682 -2.520430
7 C -3.078098 -0.400268 -3.690412
8 C -4.345212 -0.962841 -3.630613
9 C -4.950541 -1.216268 -2.399541
10 C -4.270137 -0.893638 -1.233718
11 C -2.999842 -0.320956 -1.291533
12 H -1.035221 1.446233 -3.198441
13 H -0.660100 0.778658 -1.588077
14 H -2.600186 -0.240360 -4.649890
15 H -4.859767 -1.206191 -4.556794
16 H -5.944171 -1.651472 -2.346379
17 H -4.715251 -1.081117 -0.260358
18 H -2.456503 -0.075399 -0.387238
19 C 0.367400 3.985451 1.155989
20 S -1.358124 3.523114 0.926188
21 O -1.354415 2.165983 0.347087
22 C -1.648482 4.660088 -0.449421
23 H 0.765920 3.345059 1.937237
24 H 0.905182 3.822531 0.221482
25 H 0.427847 5.030374 1.466279
26 H -0.952642 4.440310 -1.259648
27 H -1.529670 5.688816 -0.102637
28 H -2.668904 4.499193 -0.791881
29 C 4.693949 -3.958484 -3.098592
30 S 3.669696 -3.781781 -4.568853
31 O 4.618598 -3.603533 -5.717929
32 C 3.014780 -2.184323 -4.136882
33 H 5.237061 -4.899646 -3.175473
34 H 5.396340 -3.125591 -3.047133
35 H 4.047527 -3.971661 -2.221001
36 H 3.837666 -1.477677 -4.014714
37 H 2.417618 -2.262476 -3.222655
38 H 2.352709 -1.854659 -4.934382
39 C 2.590755 -2.526920 3.046632
40 S 0.946554 -2.660832 2.310052
41 O 0.236039 -3.708680 3.108037
42 C 1.495554 -3.412486 0.789099
43 H 2.478585 -2.107718 4.045873
44 H 3.042559 -3.518075 3.109011
45 H 3.201437 -1.863509 2.433864
46 H 2.025633 -4.338989 1.027977
47 H 2.129710 -2.708134 0.252502
48 H 0.623554 -3.601476 0.162721
49 C 0.778754 3.036995 5.966520
50 S -0.761813 2.499699 5.206583
51 O -0.850314 3.175843 3.891050
52 C -1.842737 3.404462 6.324905
53 H 1.593644 2.615457 5.381404
54 H 0.832937 4.125941 5.949073
55 H 0.829476 2.663615 6.989728
56 H -1.604537 4.467570 6.281292
57 H -1.719163 3.021453 7.338356
58 H -2.865120 3.239653 5.991387

Forces on atoms 1 to 6 (eV/Å):
-0.151 -0.211 0.209
0.492 0.036 0.045
0.433 0.255 0.095
-0.757 -0.306 -0.819
0.990 -0.448 0.341
0.094 0.353 -0.013

Values from the calculation:
- Orbital gap: 1.3 eV
- LUMO: 3.081 eV
- Largest force on an atom: 1.2 eV/A
- DFT total energy: -74205.36480 eV
- Total charge: -2

Here are the Löwdin charges for atoms 1 to 5, given in e:
1 O -0.178
2 C -0.884
3 O -0.182
4 N -0.056
5 C -0.336

No. 2
C16H31NP2PbSe | ωB97M-V with the def2-TZVPD basis set

Positions of all 52 atoms, in Å:
1 P 1.597186 0.909166 -1.094400
2 P -1.621043 -0.708704 -1.201387
3 C 0.615140 0.357190 -2.568011
4 C -0.895661 0.457895 -2.391933
5 H 0.929066 -0.662733 -2.847139
6 H 0.908565 1.018959 -3.403544
7 H -1.187918 1.487437 -2.115777
8 H -1.395684 0.225521 -3.346109
9 C -2.327340 -2.038158 -2.250692
10 H -3.088332 -2.580457 -1.672198
11 H -1.549965 -2.742024 -2.567698
12 H -2.802419 -1.599657 -3.138030
13 C -3.090422 0.063168 -0.554718
14 H -4.015911 -0.267420 -1.063131
15 H -2.991839 1.109516 -0.919086
16 H -3.203727 -0.138169 0.529455
17 C 3.216720 0.295550 -1.762748
18 H 4.030448 0.649154 -1.117348
19 H 3.363333 0.653744 -2.788300
20 H 3.203895 -0.800950 -1.754849
21 C 1.810009 2.703696 -1.270407
22 H 0.906055 3.170639 -1.694411
23 H 2.667123 2.891139 -1.938873
24 H 2.026229 3.139647 -0.282878
25 Pb -2.722796 2.419004 1.181311
26 C -0.271335 -1.715965 -0.198601
27 C 1.120134 -1.893568 -0.634242
28 C 1.967610 -2.634087 0.343533
29 C 2.694821 -1.763816 1.456620
30 C 2.847493 -0.392526 1.115885
31 C 1.792491 0.448844 0.737960
32 C 0.268880 0.226240 1.308621
33 C -0.310565 -1.166298 1.242652
34 C -1.687646 2.776680 3.137127
35 H -0.802979 -2.690545 -0.258362
36 H 1.251143 -2.180217 -1.679241
37 H 2.765750 -3.115024 -0.266678
38 H 1.380511 -3.446631 0.851758
39 H 2.158973 -1.937578 2.418692
40 H 3.705054 -2.214644 1.556726
41 H 3.811252 0.089585 1.315377
42 H 2.044047 1.456359 1.129736
43 H -0.363572 0.944515 0.741397
44 H 0.265322 0.626570 2.336445
45 H 0.259510 -1.829979 1.897059
46 H -1.339669 -1.163898 1.656595
47 H -2.395745 3.421077 3.682001
48 H -0.728617 3.273561 2.967080
49 H -1.564311 1.837505 3.680225
50 Se -4.589322 0.537840 5.319662
51 C -4.393702 1.076663 3.655373
52 N -4.266239 1.416183 2.519502

Forces on atoms 1 to 6 (eV/Å):
3.546 -0.614 -2.081
0.771 -2.403 -2.119
-0.724 -0.114 0.129
-0.165 0.439 -0.216
-0.090 0.592 0.187
0.110 -0.085 0.501

Values from the calculation:
- Orbital gap (alpha / beta): 4.6 / 4.7 eV
- LUMO (alpha / beta): -7.662 / -7.577 eV
- Largest force on an atom: 4.5 eV/A
- DFT total energy: -107735.16988 eV
- Total charge: +2

Here are the Löwdin charges for atoms 1 to 5, given in e:
1 P 0.996
2 P 0.996
3 C -0.304
4 C -0.311
5 H 0.089

No. 3
C16H32Cu6N3O6 | ωB97M-V with the def2-TZVPD basis set

Positions of all 63 atoms, in Å:
1 Cu 1.435130 1.213986 -0.622006
2 Cu 1.470355 -1.738116 -2.387513
3 Cu -2.785836 1.153703 -3.773040
4 Cu -2.859011 -2.090615 -3.637039
5 Cu -1.797821 1.568513 -0.820272
6 Cu -0.193749 -0.782312 -5.314934
7 C 4.350315 -1.739508 1.064402
8 C 3.438789 -0.514479 0.966338
9 C 3.795011 0.307890 2.249992
10 C 5.152247 0.990905 2.106266
11 C 5.116474 1.763493 0.801786
12 C 4.792169 1.028205 -0.498282
13 N 3.534395 0.222889 -0.299875
14 O 3.122581 -0.398879 -1.472131
15 C 5.929959 0.204698 -1.131266
16 C 4.481979 2.199621 -1.483563
17 C 1.970671 -0.895963 1.150082
18 H 4.366849 -2.300264 0.122634
19 H 4.146190 -2.379940 1.916726
20 H 5.403882 -1.455736 1.053129
21 H 3.904892 -0.387415 3.080352
22 H 3.019181 1.052345 2.437743
23 H 6.060799 0.388348 2.127171
24 H 5.310747 1.710389 2.911158
25 H 6.038795 2.320642 0.612450
26 H 4.443775 2.627032 0.861382
27 H 6.869137 0.594687 -0.743362
28 H 5.945951 0.439003 -2.193039
29 H 5.695697 -0.835329 -0.936645
30 H 3.627083 2.767176 -1.099178
31 H 4.194619 1.871808 -2.485513
32 H 5.352156 2.833024 -1.645514
33 H 1.781253 -1.358127 2.127131
34 H 1.578705 -1.739884 0.572985
35 H 1.247722 -0.064204 1.183415
36 C -1.083138 -0.802663 -2.015579
37 O -2.293519 -0.417498 -1.997812
38 O -0.599345 -1.415763 -3.034600
39 O -0.218321 -0.373242 -1.193208
40 C -5.161167 2.151200 -0.886868
41 O -4.079907 1.681708 -1.295550
42 N -6.391876 1.674149 -0.957341
43 C -7.415216 2.168199 -0.050643
44 C -6.776766 0.685106 -1.915380
45 H -5.172653 3.060392 -0.271010
46 H -8.182437 2.736444 -0.577446
47 H -7.003756 2.741918 0.778677
48 H -7.987396 1.421582 0.504912
49 H -7.864439 0.629857 -1.984299
50 H -6.468286 0.821111 -2.954680
51 H -6.528378 -0.355597 -1.682335
52 C -3.846370 -0.749956 1.805535
53 O -5.058936 -0.646120 1.739030
54 N -3.164320 -1.895866 1.865650
55 C -1.781194 -2.046817 1.441484
56 C -3.741868 -3.146028 2.348921
57 H -3.144643 0.102756 1.772306
58 H -1.236333 -2.234884 2.369757
59 H -1.483202 -1.088866 1.008579
60 H -1.604682 -2.819368 0.694800
61 H -3.345815 -4.023093 1.843917
62 H -3.483838 -3.193198 3.413565
63 H -4.823291 -3.243046 2.427644

Forces on atoms 1 to 6 (eV/Å):
0.978 -1.270 -0.144
0.303 0.995 0.802
-0.200 -0.445 1.037
0.586 0.574 0.619
-1.140 -0.808 -0.131
-0.183 -0.048 0.769

Values from the calculation:
- Orbital gap: 2.5 eV
- LUMO: -12.225 eV
- Largest force on an atom: 3.1 eV/A
- DFT total energy: -301669.37187 eV
- Total charge: +3

Here are the Löwdin charges for atoms 1 to 5, given in e:
1 Cu 0.571
2 Cu 0.595
3 Cu 0.629
4 Cu 0.701
5 Cu 0.589

No. 4
C16H32F4LiN2O16S8 | ωB97M-V with the def2-TZVPD basis set

Positions of all 79 atoms, in Å:
1 Li 0.822419 -9.573661 -10.551829
2 N -2.567761 -5.711050 -16.046151
3 S -1.316949 -4.874416 -16.320029
4 O -0.965379 -4.758117 -17.734036
5 O -0.289953 -4.735842 -15.288623
6 F -1.983714 -3.426493 -16.182513
7 S -1.583836 -7.108655 -15.798814
8 O -0.765975 -7.280045 -14.571008
9 O -1.151657 -7.799883 -16.927750
10 F -2.871680 -7.967059 -15.409534
11 N 3.649948 -7.444394 -9.528204
12 S 3.327381 -5.821590 -9.094656
13 O 4.256970 -4.793228 -9.552368
14 O 2.563638 -5.698625 -7.890281
15 F 2.140641 -5.605865 -10.221978
16 S 5.074466 -7.448375 -9.022804
17 O 5.336747 -6.985846 -7.661395
18 O 6.198378 -7.358819 -9.966249
19 F 5.087541 -9.079074 -8.785896
20 C -6.022698 -7.771149 -6.260858
21 C -5.393818 -6.381478 -6.002389
22 C -4.020789 -6.385323 -6.792449
23 S -4.362955 -7.258346 -8.405584
24 O -3.269876 -8.104943 -8.896886
25 O -4.920770 -6.291773 -9.348549
26 C -5.727651 -8.298596 -7.689270
27 H -7.079100 -7.640957 -6.025957
28 H -5.688524 -8.447909 -5.474467
29 H -5.362592 -6.099328 -4.950009
30 H -6.098494 -5.676462 -6.443407
31 H -3.367778 -7.059553 -6.238286
32 H -3.416599 -5.482100 -6.877557
33 H -5.156802 -9.221851 -7.590119
34 H -6.572354 -8.546088 -8.332179
35 C -4.603919 -14.977620 -13.351031
36 C -4.805256 -14.175003 -12.096384
37 C -3.677896 -14.555499 -11.085799
38 S -2.141241 -14.592782 -12.080621
39 O -1.326305 -15.688215 -11.586274
40 O -1.545607 -13.279995 -12.328920
41 C -3.050685 -15.077562 -13.606456
42 H -5.031345 -14.406552 -14.175223
43 H -5.101484 -15.943620 -13.436905
44 H -5.719324 -14.478665 -11.586125
45 H -4.805084 -13.106187 -12.310205
46 H -3.767803 -15.585452 -10.740522
47 H -3.506146 -13.803766 -10.315401
48 H -2.751253 -16.094787 -13.858841
49 H -2.659941 -14.391164 -14.357641
50 C 3.423725 -13.640724 -4.242538
51 C 3.493219 -12.343827 -3.500032
52 C 2.544300 -11.315208 -4.110487
53 S 1.219769 -12.269031 -5.047525
54 O 1.297242 -12.106184 -6.478416
55 O -0.045715 -12.091217 -4.299136
56 C 1.913524 -13.931636 -4.558560
57 H 3.727569 -14.522213 -3.677959
58 H 4.001656 -13.659056 -5.166524
59 H 4.505429 -11.939437 -3.498071
60 H 3.237692 -12.582362 -2.467596
61 H 3.153474 -10.888901 -4.907537
62 H 2.084033 -10.573210 -3.458029
63 H 1.708861 -14.607527 -5.388845
64 H 1.332881 -14.312763 -3.718506
65 C 5.005838 -11.262319 -15.655846
66 C 5.504853 -12.137884 -16.896788
67 C 5.083069 -13.661602 -16.675213
68 S 5.358347 -13.830925 -14.856264
69 O 6.771969 -14.192749 -14.584168
70 O 4.332528 -14.788669 -14.365839
71 C 5.112999 -12.098602 -14.380554
72 H 3.979959 -10.928874 -15.812368
73 H 5.592425 -10.358874 -15.489181
74 H 6.564912 -11.977084 -17.093063
75 H 4.966510 -11.671838 -17.722084
76 H 5.666712 -14.375724 -17.256168
77 H 4.010172 -13.727809 -16.855765
78 H 5.921017 -11.812203 -13.707364
79 H 4.186837 -12.149066 -13.808030

Forces on atoms 1 to 6 (eV/Å):
0.142 0.379 0.013
1.978 -3.784 1.239
2.797 7.756 -2.253
0.439 -1.268 1.538
-0.938 -1.121 -1.599
-0.854 0.312 0.435

Values from the calculation:
- Orbital gap: 6.2 eV
- LUMO: -0.500 eV
- Largest force on an atom: 9.0 eV/A
- DFT total energy: -150602.41834 eV
- Total charge: -1

Here are the Löwdin charges for atoms 1 to 5, given in e:
1 Li 0.946
2 N -0.238
3 S 0.399
4 O -0.321
5 O -0.307